27
Properties=species:S:1:pos:R:3:forces:R:3 method="wB97M-V/def2-TZVPD" relative_energy_kj_mol=96.8 lumo_ev="-4.00 / -7.62" multiplicity=2 total_charge=+1 homo_energy_ev="-13.05 / -13.05"
C -1.771938 2.161540 -2.866911 -0.9005 1.1524 0.8737
C -2.954571 1.305276 -3.285590 -0.4891 -1.0619 0.4214
C -0.526548 2.005073 -3.714297 0.3153 0.0258 -0.0181
H -2.108336 3.205832 -2.779144 0.0812 0.0909 -1.2536
H -1.610024 2.140030 -1.773838 0.4672 -1.1428 -0.1780
H -2.993189 1.054732 -4.344361 0.2559 0.3736 -0.1702
H -3.932549 1.723019 -3.040492 0.1539 0.2441 0.0852
H 0.173041 1.266985 -3.359767 0.2837 -0.3537 0.6879
H -0.723784 1.609372 -4.712403 -0.3690 0.5932 -0.1260
H -2.948045 0.320600 -2.796112 0.1497 0.1099 0.0074
H 0.016206 2.947745 -3.757639 0.0609 -0.0419 -0.3017
C 2.524545 -2.737298 0.372489 0.4795 1.1063 -0.7202
C -0.557044 -1.097493 1.659306 -0.9577 0.0354 -1.1301
C 0.227609 -2.092451 1.186655 0.5495 0.8904 0.1082
C -0.026878 0.192291 1.926531 0.1930 0.6492 1.9310
C 1.584931 -1.738290 0.956813 0.7003 -0.8627 0.2601
C 1.346153 0.529618 1.841364 0.2569 -1.1569 -0.4793
C 2.120493 -0.453912 1.308546 -1.3849 -0.3917 -0.1644
O -0.788138 1.067561 2.565984 -0.1663 0.4226 -1.2540
H -1.638508 -1.195154 1.697741 0.1031 -0.1825 0.4023
H -0.148305 -3.078951 0.975366 -0.0010 -0.1202 -0.0823
H -1.677435 1.060211 2.172535 -0.2727 -0.0881 0.6463
H 1.762136 1.472103 2.157024 -0.3013 0.2068 0.0236
H 2.667312 -3.645742 0.932725 -0.4255 -0.4417 0.2758
H 3.510258 -2.285789 0.261542 0.0298 -0.0488 0.0523
H 3.133285 -0.315129 1.081525 1.3364 0.3336 -0.0296
H 2.204257 -2.957848 -0.652137 -0.1484 -0.3414 0.1324


62
Properties=species:S:1:pos:R:3:forces:R:3 method="wB97M-V/def2-TZVPD" lumo_ev=0.28 total_charge=0 homo_energy_ev=-11.13 smiles=CCCCCCCC[C@@](C#N)(CCC(F)(F)C(F)(F)C(F)(F)C(F)(F)F)[C@](O)(C#N)CCC
C -6.249489 -1.128259 -3.424444 0.0762 0.1233 0.2305
C -4.789350 -0.959231 -2.991837 -0.0929 0.1057 -0.2333
C -3.821033 -1.923835 -3.702070 0.0698 -0.2028 0.3000
C -3.057232 -2.879117 -2.751155 -0.2402 0.1687 -0.4379
C -1.592579 -2.501352 -2.556942 0.0726 -0.1094 0.3622
C -1.015595 -2.941317 -1.214135 0.2182 0.1781 -0.1098
C 0.422593 -2.432283 -1.001002 -0.6695 -0.2662 0.2699
C 0.471752 -0.973614 -0.517741 0.3320 0.0029 -0.4619
C 1.585490 -0.621630 0.503125 0.0083 0.3557 0.1647
C 2.753890 -1.457522 0.202703 -0.3673 -0.0850 0.1571
N 3.638542 -2.128598 -0.074108 0.4079 -0.1539 -0.1399
C 2.042911 0.837999 0.233903 0.0943 -0.1875 -0.0472
C 3.204438 1.332257 1.108192 -0.0847 -0.0314 0.0908
C 3.073630 2.773084 1.577840 0.0357 0.0367 0.1552
F 3.851162 2.986897 2.675960 -0.2304 -0.1338 -0.2803
F 1.786681 3.066542 1.933722 0.2072 -0.1505 -0.1117
C 3.514144 3.792429 0.501582 0.1980 0.0032 -0.0700
F 4.811356 3.526383 0.183543 -0.4358 0.0110 -0.0571
F 2.751154 3.570469 -0.597957 0.1977 0.0793 0.2320
C 3.422461 5.310553 0.869724 -0.0496 0.1623 -0.2689
F 3.140135 5.998644 -0.264381 -0.0037 -0.1849 0.3465
F 2.433614 5.520623 1.758169 0.1835 0.0304 -0.1759
C 4.728715 5.942994 1.437076 -0.1958 -0.0083 -0.0129
F 5.655513 6.024691 0.489877 0.0416 0.0815 -0.0389
F 4.434187 7.173967 1.859879 0.0869 -0.0494 -0.0213
F 5.211100 5.242309 2.454669 0.0098 0.0315 0.0836
C 1.126531 -0.814070 2.024806 -0.2061 -0.3353 -0.0836
O 0.897351 0.418532 2.672640 0.0017 0.1835 0.0105
C 2.218053 -1.414926 2.817918 -0.1306 0.2392 -0.4059
N 3.069151 -1.871213 3.428838 0.3342 -0.2490 0.3369
C -0.109547 -1.738205 2.203309 -0.1006 0.3375 0.2661
C -1.470179 -1.016017 2.120620 -0.0332 -0.3990 -0.0164
C -2.125133 -0.803947 3.480559 -0.1374 0.1511 -0.1042
H -6.487907 -2.176486 -3.592939 -0.0605 -0.0861 -0.0144
H -6.922631 -0.754746 -2.653649 -0.0754 0.0394 0.0018
H -6.465264 -0.568637 -4.331967 0.0161 -0.0944 -0.1704
H -4.495553 0.071135 -3.191849 0.0435 0.0898 0.1033
H -4.730589 -1.090702 -1.912204 0.1082 -0.0668 0.0951
H -4.388735 -2.520257 -4.414354 -0.0380 0.0049 -0.1212
H -3.087472 -1.362879 -4.279084 0.0231 0.0345 -0.1451
H -3.568973 -2.897709 -1.788812 -0.0174 -0.0223 0.1262
H -3.125490 -3.888175 -3.156354 0.0980 -0.1486 0.1164
H -1.476084 -1.418293 -2.644413 -0.0184 0.1040 -0.0321
H -0.981058 -2.955227 -3.338269 0.0041 0.1269 -0.1993
H -1.031929 -4.028604 -1.129734 -0.0259 -0.0876 -0.0960
H -1.659243 -2.562852 -0.417907 -0.0409 -0.0118 0.1226
H 0.955917 -2.530731 -1.943408 0.2460 -0.0280 -0.0074
H 0.910231 -3.095513 -0.289928 0.1770 0.0204 0.0448
H -0.495409 -0.668514 -0.133640 -0.0665 0.0389 0.1290
H 0.657933 -0.341447 -1.386108 -0.0754 0.0842 -0.0381
H 2.371756 0.840787 -0.802988 -0.0652 0.1133 -0.0995
H 1.178002 1.497733 0.271400 -0.0554 0.0438 0.1078
H 4.134032 1.218134 0.556621 0.1453 0.1208 0.0506
H 3.322190 0.742106 2.013668 -0.1036 -0.0006 0.0944
H 0.365594 0.998384 2.117645 -0.0692 -0.0347 0.0084
H -0.029541 -2.145272 3.209688 0.0328 -0.0943 0.0435
H -0.071494 -2.588152 1.529857 0.1411 -0.0160 -0.1333
H -1.396678 -0.070856 1.584799 -0.0374 0.1199 0.0009
H -2.140238 -1.637299 1.524987 -0.0075 0.0086 -0.0893
H -1.684260 0.026299 4.027270 0.1420 -0.0187 0.0729
H -3.187221 -0.595556 3.357065 -0.0456 0.0832 0.0208
H -2.044303 -1.704001 4.086241 0.0276 -0.0579 0.0784


10
Properties=species:S:1:pos:R:3:forces:R:3 method="wB97M-V/def2-TZVPD" relative_energy_kj_mol=371.2 lumo_ev=0.85 total_charge=0 homo_energy_ev=-8.43 smiles=Nc1cnco1
N 1.841468 -0.467586 0.183405 -0.2166 0.5161 -0.1736
C 0.526089 -0.026236 0.114127 -0.3014 0.4536 -0.2888
C -0.183053 1.124565 0.411329 -1.3567 -0.3193 -0.6178
N -1.564438 0.713848 0.302552 -1.3674 -1.4211 0.1043
C -1.573311 -0.477888 -0.133859 -0.3277 -0.4017 0.4436
O -0.352988 -1.039064 -0.172440 0.3435 -0.0852 -0.0278
H 2.141738 -1.023644 -0.611973 -0.1820 0.0972 0.1981
H 2.487955 0.282550 0.373088 0.0078 0.0278 0.0203
H -0.886339 1.943973 -0.018768 3.3550 1.5611 0.3466
H -2.437117 -1.030519 -0.447463 0.0454 -0.4286 -0.0049


20
Properties=species:S:1:pos:R:3:forces:R:3 method="wB97M-V/def2-TZVPD" relative_energy_kj_mol=97.6 lumo_ev=0.60 total_charge=0 homo_energy_ev=-9.68 smiles="C=CCN.O.O.O"
C 2.615864 -0.931197 -2.207154 0.7169 -0.4006 -0.6729
C 1.830519 -0.455326 -1.263604 -0.4879 0.0058 -0.2728
C 0.340892 -0.624556 -1.273184 0.1632 0.2206 0.3427
N -0.320269 0.689252 -1.318677 0.0897 -0.2706 0.0363
H 3.690333 -0.820717 -2.198754 0.1357 0.2078 0.2788
H 2.287823 -1.499642 -3.078116 -0.4161 0.1399 0.2914
H 2.237080 0.104996 -0.432290 0.0936 0.0179 0.0837
H 0.088021 -1.113029 -0.331131 -0.3011 0.0213 0.0331
H 0.032467 -1.271587 -2.093304 0.0866 -0.2126 -0.1172
H -1.327348 0.549829 -1.330498 0.1187 0.1892 0.0866
H -0.066146 1.124527 -2.196259 -0.1005 0.1403 -0.0793
O -2.392069 -1.191971 2.124996 -0.2099 -0.0544 0.2780
H -2.619545 -1.228096 3.063963 0.0793 -0.0450 -0.1977
H -1.764590 -1.908588 1.993578 0.0605 0.0608 -0.0208
O -2.445826 1.837464 2.031949 0.5605 -0.6882 -0.3456
H -1.548350 1.726560 1.650859 -0.4573 0.2094 0.2980
H -2.714128 0.901730 2.065027 -0.0121 0.4427 -0.0197
O 0.458733 1.034677 1.597771 0.4522 0.6456 0.2743
H 0.785082 1.556433 2.347554 -0.2039 -0.3406 0.0134
H 0.831458 1.519241 0.847272 -0.3681 -0.2892 -0.2904